1.
Here is 6 unconnected molecules or ions with the total composition C35H65BClNO13S5 from the OMol25 dataset. Energies are from wB97M-V/def2-TZVPD.

Values from the calculation:
Relative energy (zero: lowest compared OMol25 entry of this formula, charge and spin) (eV): 0.0000
Charge: 0

The geometry in XYZ format:
```
121
Properties=species:S:1:pos:R:3:forces:R:3
C 7.894829 0.221273 2.083567 -0.277 0.187 0.010
C 6.757958 0.284170 1.083980 0.384 0.594 0.239
O 5.554230 0.601945 1.778598 -0.122 -0.315 -0.106
B 4.504631 -0.270727 1.542779 -0.206 0.643 0.012
O 4.232123 -1.262654 2.428002 0.385 -0.136 0.064
C 3.654026 -0.102900 0.199432 0.401 -0.160 -0.054
C 4.080260 -0.702384 -0.990351 -0.352 0.182 -0.134
C 3.348356 -0.575903 -2.170756 -0.347 0.367 0.909
C 2.160191 0.166489 -2.193007 0.519 0.283 -0.078
C 1.358377 0.174609 -3.478727 0.309 -0.363 0.463
O 0.260187 -0.723267 -3.321495 -0.277 0.387 -0.186
C 0.681654 -2.042136 -3.507398 -0.017 -0.539 0.087
O -0.343334 -2.920030 -3.159042 0.001 -0.012 -0.023
C -0.016394 -3.705250 -2.017281 -0.230 0.181 -0.237
C -1.099953 -4.709185 -1.722571 0.449 -0.155 0.638
O -2.203586 -4.187257 -1.008700 -0.387 0.149 -0.379
C 1.743939 0.813721 -1.012663 0.086 -0.365 -0.270
C 2.478065 0.653431 0.168989 0.187 -0.438 -0.976
C 1.978544 1.284163 1.393487 -0.504 0.280 -0.039
O 2.711261 1.587819 2.307280 0.563 -0.315 0.491
C 0.522568 1.572215 1.479741 -0.160 0.194 0.031
C -0.045789 1.642690 2.859223 0.059 -0.264 0.295
C -0.470793 0.233330 3.366647 0.363 0.568 -0.272
C 0.622750 -0.464199 4.165083 0.146 -0.035 0.189
Cl 0.890074 -2.142531 3.592656 -0.022 -0.098 0.040
C -0.172801 1.821869 0.359833 0.033 -0.431 -0.029
C -1.598366 2.289929 0.338975 0.546 0.374 0.405
C -2.681638 1.236660 0.546576 -0.228 0.055 -0.365
N -3.292460 0.810956 -0.717478 0.096 -0.120 0.375
C -2.624343 -0.344939 -1.347172 -0.191 0.299 0.371
C -3.485762 -0.928861 -2.451245 0.417 -0.393 -0.076
C -4.685670 0.569790 -0.497740 0.149 -0.244 0.023
C -5.116519 -0.428132 0.543458 -0.256 -0.374 -0.041
O -5.510733 1.149157 -1.138848 -0.524 0.459 -0.458
C 0.524511 1.692072 -0.955818 0.219 -0.223 0.345
O 0.118415 2.300900 -1.912820 -0.125 0.166 -0.581
H 7.777969 -0.632003 2.744409 0.137 -0.128 0.062
H 7.836064 1.127330 2.680445 0.052 0.069 0.183
H 8.863166 0.223670 1.589516 0.105 -0.242 -0.071
H 6.973110 1.101093 0.393393 -0.121 -0.035 -0.273
H 6.685181 -0.642262 0.513483 -0.091 -0.146 -0.038
H 4.246087 -2.137258 2.010167 -0.349 -0.116 0.125
H 4.985295 -1.294456 -1.008992 0.059 -0.059 0.079
H 3.691260 -1.079545 -3.061941 -0.005 0.012 -0.180
H 1.011230 1.164115 -3.728478 -0.422 0.056 0.007
H 1.994887 -0.180791 -4.292877 0.103 0.042 -0.104
H 1.552726 -2.263296 -2.883938 0.174 0.112 0.050
H 0.964668 -2.213354 -4.552920 -0.143 0.108 -0.152
H 0.133624 -3.050574 -1.154787 0.087 -0.001 0.137
H 0.898545 -4.270768 -2.211987 0.182 0.039 -0.019
H -0.625602 -5.485882 -1.117274 0.022 -0.201 -0.054
H -1.426047 -5.179710 -2.645530 -0.278 0.103 -0.103
H -2.030521 -4.263212 -0.068699 0.062 0.027 0.049
H 0.712665 2.027287 3.536406 0.116 0.162 0.035
H -0.884263 2.328665 2.903382 -0.201 0.027 -0.103
H -1.373366 0.361669 3.954441 -0.172 -0.302 0.092
H -0.669305 -0.392081 2.504671 -0.402 -0.064 -0.095
H 0.387502 -0.534666 5.219970 -0.111 -0.065 0.124
H 1.581964 0.034087 4.086441 0.122 0.048 -0.191
H -1.694037 3.020375 1.137365 -0.107 0.104 0.092
H -1.774566 2.842433 -0.575349 -0.169 -0.092 -0.228
H -2.323692 0.390963 1.143875 0.152 -0.155 -0.017
H -3.469629 1.703392 1.135580 -0.044 0.145 0.054
H -1.663441 -0.014465 -1.728743 0.104 0.114 -0.122
H -2.420499 -1.098765 -0.571742 0.062 -0.196 -0.110
H -4.030509 -0.160534 -2.988313 -0.112 0.128 0.015
H -2.867181 -1.463357 -3.163574 0.216 -0.064 -0.095
H -4.161719 -1.674009 -2.042204 -0.370 0.055 0.001
H -5.114648 0.000384 1.540947 0.156 0.056 0.141
H -6.138921 -0.705447 0.314766 -0.190 0.014 0.044
H -4.526879 -1.341549 0.530874 0.332 0.033 0.077
C 6.127501 -5.853549 2.282011 -0.042 -0.073 0.066
S 6.386127 -4.594393 1.031468 0.118 -0.064 0.016
O 5.326075 -3.568566 1.232548 -0.157 0.060 -0.126
C 5.875723 -5.596674 -0.367109 -0.071 -0.055 -0.053
H 6.349712 -5.412049 3.250977 0.014 0.047 -0.021
H 5.089851 -6.185770 2.256715 -0.008 0.042 -0.031
H 6.802493 -6.688524 2.095910 0.022 0.015 -0.006
H 4.855229 -5.947016 -0.212975 0.000 0.031 0.039
H 6.558195 -6.439467 -0.473235 0.023 0.013 0.002
H 5.921639 -4.975565 -1.259070 0.023 0.037 0.023
C -1.637666 6.723681 -0.986563 0.014 0.051 -0.140
S -1.610384 5.759257 0.524231 0.070 0.068 0.101
O -2.994926 5.255697 0.754367 -0.050 -0.006 0.018
C -1.388819 7.160824 1.623045 -0.077 0.223 -0.009
H -1.823372 6.042239 -1.814311 0.004 -0.043 0.028
H -2.434927 7.464997 -0.930199 -0.022 -0.035 0.044
H -0.669410 7.206907 -1.116455 0.025 -0.040 0.028
H -2.216541 7.857844 1.486149 -0.061 -0.088 -0.003
H -0.436266 7.637930 1.406543 0.059 -0.056 0.011
H -1.390332 6.787224 2.644877 -0.047 -0.045 -0.003
C 3.857771 6.009570 2.541838 0.107 0.029 0.029
S 2.110162 5.724197 2.251404 0.022 -0.202 -0.048
O 1.671438 6.726092 1.240223 0.047 0.097 0.045
C 1.563893 6.310625 3.860885 0.017 0.087 0.075
H 4.394113 5.742433 1.634153 -0.041 -0.030 -0.020
H 4.022324 7.062051 2.773087 -0.057 0.010 -0.022
H 4.193585 5.378084 3.364060 -0.012 -0.041 -0.025
H 1.888105 7.341594 4.005094 0.006 0.000 -0.044
H 1.979223 5.667028 4.636060 0.001 -0.028 -0.019
H 0.478719 6.258844 3.889370 -0.019 -0.035 -0.025
C -8.050246 2.503182 0.620049 -0.051 0.105 -0.052
S -7.914673 1.571632 2.147338 0.107 0.017 -0.031
O -9.251895 0.992345 2.437466 -0.051 0.022 0.010
C -7.712311 2.997618 3.223686 0.014 0.104 0.032
H -8.220114 1.796505 -0.188549 0.057 -0.039 0.019
H -8.888579 3.196596 0.693636 -0.018 -0.032 0.058
H -7.119438 3.040292 0.438089 0.024 -0.052 -0.020
H -8.574876 3.656114 3.121686 -0.024 -0.035 -0.024
H -6.795653 3.524492 2.956915 0.007 -0.016 -0.011
H -7.643427 2.636953 4.247895 -0.010 -0.049 -0.015
C -2.831384 -7.131806 -4.721929 -0.052 0.120 0.071
S -2.161036 -8.264190 -5.944387 -0.057 -0.049 -0.001
O -0.693253 -8.317493 -5.724810 0.050 0.048 0.011
C -2.444366 -7.193130 -7.359466 -0.018 0.090 -0.063
H -2.714342 -7.588038 -3.741102 0.020 -0.052 -0.023
H -2.283131 -6.190001 -4.758597 0.028 -0.021 -0.044
H -3.889673 -6.962453 -4.919964 -0.004 -0.022 -0.005
H -1.923477 -6.247183 -7.211220 0.023 -0.022 0.039
H -3.514809 -7.025889 -7.478683 -0.004 -0.021 0.002
H -2.052477 -7.695398 -8.241127 0.014 -0.043 0.025
```
Forces are in eV/Å.



2.
Here is a single C23H20ClN3O4 molecule from the OMol25 dataset. Energies are from wB97M-V/def2-TZVPD.

Values from the calculation:
Relative energy (zero: lowest compared OMol25 entry of this formula, charge and spin) (eV): 0.0000
SMILES: COc1ccc2cc(CCNC(=O)c3c(-c4ccccc4Cl)noc3C)c(=O)[nH]c2c1
Charge: 0

The geometry in XYZ format:
```
51
Properties=species:S:1:pos:R:3:forces:R:3
C -6.915260 -1.290350 -2.849372 0.008 0.056 -0.270
O -6.915994 -1.551102 -1.465027 0.063 -0.030 0.350
C -5.895150 -1.086183 -0.710362 0.223 0.101 0.175
C -5.971113 -1.394280 0.661536 -0.121 -0.063 -0.053
C -4.995760 -0.977199 1.525018 -0.004 0.054 -0.279
C -3.898801 -0.233328 1.064173 -0.108 0.003 -0.477
C -2.854974 0.238781 1.908868 0.315 0.248 -0.261
C -1.806826 0.957222 1.438010 -0.186 -0.039 0.435
C -0.712642 1.452189 2.341039 0.145 -0.210 -0.173
C 0.549905 0.585807 2.251719 0.176 0.066 0.273
N 1.314863 0.920348 1.075252 -0.252 0.116 0.031
C 2.646147 0.734486 1.008940 -0.166 0.316 -0.137
O 3.315597 0.286066 1.922043 0.150 -0.143 0.110
C 3.238096 1.147078 -0.286098 0.246 0.616 -0.573
C 4.292006 0.479206 -0.979301 -0.517 0.791 -0.100
C 4.931786 -0.775256 -0.596863 0.240 -0.275 -0.032
C 6.319878 -0.853791 -0.540156 -0.121 -0.032 -0.003
C 6.946082 -2.016651 -0.134645 0.086 -0.036 -0.006
C 6.190808 -3.122575 0.218470 0.000 0.016 -0.011
C 4.810101 -3.071671 0.147583 -0.031 0.014 0.014
C 4.188976 -1.904508 -0.261049 0.321 -0.004 -0.045
Cl 2.468185 -1.889889 -0.401381 -0.292 -0.250 -0.084
N 4.640208 1.158102 -2.042457 0.734 -1.028 -0.075
O 3.860289 2.264794 -2.087468 -0.522 0.565 0.215
C 3.016746 2.270751 -1.043706 0.046 -0.763 0.659
C 2.089571 3.417354 -0.895489 0.034 -0.011 -0.179
C -1.718905 1.255461 0.016950 -0.260 -0.097 -0.119
O -0.806068 1.874626 -0.524222 0.141 0.158 -0.054
N -2.757942 0.795536 -0.752188 0.061 0.105 -0.351
C -3.828566 0.071178 -0.306966 -0.317 -0.314 0.690
C -4.822512 -0.353446 -1.189439 -0.239 -0.099 -0.246
H -6.946892 -0.215765 -3.054351 0.013 -0.039 0.018
H -7.818892 -1.757110 -3.237061 0.084 0.052 -0.013
H -6.041740 -1.731338 -3.339320 -0.023 0.023 0.029
H -6.818884 -1.965924 1.002101 -0.099 -0.072 0.058
H -5.059857 -1.216712 2.575393 -0.024 -0.038 0.123
H -2.919144 0.011160 2.964077 0.031 0.017 0.146
H -0.449891 2.475918 2.066280 -0.011 0.035 0.111
H -1.072470 1.445169 3.370428 -0.020 0.022 -0.029
H 0.271353 -0.477097 2.238260 0.047 0.093 0.104
H 1.195250 0.751526 3.119990 -0.118 -0.064 -0.075
H 0.794866 1.275706 0.281584 0.130 -0.045 -0.030
H 6.893460 0.017891 -0.813882 0.056 0.092 -0.004
H 8.023715 -2.059803 -0.089699 0.088 0.002 0.007
H 6.674077 -4.031007 0.544980 0.039 -0.076 0.025
H 4.211823 -3.931564 0.406128 -0.066 -0.046 0.007
H 2.137933 3.806503 0.119492 -0.014 0.047 0.033
H 1.063514 3.108580 -1.092109 -0.013 0.059 -0.007
H 2.367477 4.196635 -1.600091 -0.002 0.094 0.007
H -2.693025 1.008819 -1.741353 0.087 0.011 0.193
H -4.731388 -0.100352 -2.234277 -0.037 0.003 -0.126
```
Forces are in eV/Å.



3.
Here is a molecular structure, C26H11BrF5N4PtS3 from the OMol25 dataset. Energies are from wB97M-V/def2-TZVPD.

Values from the calculation:
Charge: -1

The geometry in XYZ format:
```
51
Properties=species:S:1:pos:R:3:forces:R:3
Pt 0.024096 -0.415598 -0.394501 -0.189 -0.037 -0.183
Br 6.227934 -0.454920 -4.168225 0.025 -0.004 -0.027
C 4.950054 -0.425562 -2.770547 -0.003 0.007 0.032
C 5.365434 -0.147400 -1.478946 -0.031 -0.015 -0.006
C 4.430191 -0.111894 -0.458975 0.070 0.055 -0.015
C 3.084745 -0.353971 -0.720637 -0.053 -0.089 0.047
C 2.693550 -0.640493 -2.020472 0.021 -0.095 -0.105
C 3.619856 -0.674764 -3.050140 0.003 0.001 0.016
N 2.061262 -0.310994 0.290526 -0.212 0.242 0.421
C 2.413754 -0.192790 1.512960 -0.130 -0.193 0.029
C 1.516525 -0.081223 2.688388 0.056 -0.012 -0.339
C 2.074965 -0.141193 3.959405 0.106 -0.032 0.068
C 1.232644 -0.076410 5.058638 0.045 0.000 -0.025
C -0.128097 0.056327 4.847825 -0.030 0.011 0.026
C -0.589991 0.140207 3.538645 0.103 0.013 -0.036
N 0.214724 0.079211 2.491430 -0.195 -0.008 -0.137
H 6.407546 0.049232 -1.270424 0.003 -0.001 -0.004
H 4.781638 0.121097 0.536084 0.040 0.052 -0.073
H 1.646531 -0.840369 -2.213956 0.019 0.040 -0.016
H 3.299887 -0.886558 -4.060600 0.008 -0.023 0.004
H 3.470515 -0.200572 1.769180 -0.072 -0.010 0.067
H 3.146463 -0.244171 4.077153 -0.006 -0.023 0.031
H 1.633257 -0.130723 6.062497 0.010 -0.005 -0.003
H -0.822154 0.103021 5.675960 -0.002 0.001 0.001
H -1.644702 0.264263 3.318472 0.003 -0.008 0.018
S -2.025286 -0.586857 -1.402346 0.369 -0.076 0.170
C -2.000176 0.726703 -2.550092 -0.063 0.052 -0.026
C -2.987080 0.795681 -3.534693 0.019 -0.042 0.067
C -3.008315 1.820612 -4.468405 -0.067 0.007 -0.057
C -4.040212 1.847108 -5.467162 0.044 0.016 0.056
N -4.878447 1.858686 -6.254737 -0.001 -0.010 -0.010
C -2.020020 2.817479 -4.423034 0.017 0.061 -0.012
C -1.044959 2.761548 -3.437254 0.011 0.025 0.029
C -1.020971 1.734733 -2.496336 -0.023 0.043 0.104
S 0.183999 1.736376 -1.232213 0.089 -0.198 -0.096
C -2.006963 3.891808 -5.374726 -0.045 -0.081 -0.009
N -1.995392 4.752288 -6.138291 0.030 0.022 0.023
H -3.748941 0.027301 -3.570575 0.000 0.000 -0.017
H -0.284391 3.530911 -3.398280 -0.008 0.005 -0.002
F 0.495442 -5.988022 -4.292814 -0.002 -0.002 -0.006
C 0.337264 -5.228470 -3.202078 0.009 0.010 -0.014
C 1.440075 -4.743500 -2.525012 0.000 -0.012 0.001
F 2.671966 -5.042078 -2.962148 0.003 0.000 -0.003
C 1.261378 -3.966419 -1.395956 0.025 0.014 -0.006
F 2.367122 -3.549090 -0.765671 0.030 0.063 -0.009
C 0.003799 -3.622983 -0.909040 0.011 -0.017 0.060
S -0.200933 -2.619829 0.524945 0.002 0.262 -0.012
C -1.082542 -4.150896 -1.601789 -0.040 0.005 -0.019
F -2.328385 -3.930148 -1.181843 0.021 0.003 -0.015
C -0.928433 -4.932514 -2.733878 -0.013 -0.012 0.009
F -1.997634 -5.416328 -3.378453 -0.006 -0.005 0.001
```
Forces are in eV/Å.



The HOMO-LUMO gap results, record by record, are as follows: 7.84; 8.57; 5.62 eV.